Formula: C50H98Cl2F3O19S
Source: OMol25
Level of theory: ωB97M-V with the def2-TZVPD basis set

Each line ends with the Löwdin charge.
Atoms and positions in Å:
C 8.695 -2.479 2.811  -0.14
C 8.419 -3.510 1.617  -0.26
C 7.402 -2.880 0.554  -0.22
C 6.205 -3.887 0.232  -0.22
C 4.992 -3.842 1.276  -0.20
C 3.630 -3.404 0.526  -0.23
C 2.769 -4.694 0.053  -0.19
C 1.346 -4.108 -0.438  -0.22
C 0.733 -4.892 -1.701  -0.19
C -0.408 -5.957 -1.295  -0.18
C -1.897 -5.440 -1.617  -0.19
C -2.726 -5.140 -0.288  -0.24
C -3.572 -6.370 0.282  -0.20
C -4.693 -5.730 1.266  -0.20
C -4.053 -5.007 2.547  -0.20
C -4.583 -3.525 2.805  -0.19
C -4.028 -2.427 1.788  -0.20
C -3.178 -1.251 2.494  -0.21
C -1.631 -1.636 2.570  -0.20
C -0.878 -1.671 1.165  -0.33
S -0.335 -0.022 0.517  1.11
C -0.906 1.383 1.575  -0.24
C 0.221 1.677 2.687  -0.24
O -0.409 1.960 3.979  -0.05
C 1.200 2.868 2.274  -0.40
F 0.594 4.093 2.078  0.11
F 2.232 3.059 3.208  0.11
F 1.825 2.523 1.051  0.07
C -1.204 0.129 -1.142  -0.82
Cl -2.996 -0.214 -1.007  0.62
C -0.863 1.488 -1.906  -0.69
C 0.645 1.529 -2.487  -0.11
Cl -1.953 1.504 -3.412  0.59
H 7.705 -2.285 3.354  0.07
H 9.137 -1.516 2.398  0.08
H 9.459 -2.928 3.541  0.08
H 8.055 -4.501 2.053  0.11
H 9.416 -3.745 1.108  0.11
H 7.948 -2.707 -0.441  0.11
H 6.985 -1.865 0.862  0.11
H 5.831 -3.623 -0.821  0.10
H 6.542 -4.978 0.161  0.11
H 4.798 -4.900 1.662  0.10
H 5.184 -3.190 2.184  0.10
H 3.853 -2.775 -0.409  0.11
H 2.960 -2.753 1.181  0.09
H 3.353 -5.199 -0.783  0.12
H 2.640 -5.334 0.981  0.11
H 0.671 -4.120 0.481  0.09
H 1.553 -3.035 -0.788  0.09
H 1.569 -5.421 -2.271  0.11
H 0.335 -4.090 -2.413  0.09
H -0.282 -6.281 -0.209  0.11
H -0.239 -6.869 -1.973  0.11
H -1.767 -4.429 -2.150  0.09
H -2.452 -6.098 -2.368  0.12
H -3.490 -4.324 -0.562  0.11
H -2.111 -4.710 0.567  0.09
H -4.086 -6.945 -0.552  0.11
H -2.931 -7.135 0.847  0.12
H -5.328 -6.627 1.600  0.11
H -5.378 -5.072 0.646  0.11
H -4.391 -5.628 3.454  0.11
H -2.907 -5.083 2.561  0.11
H -5.722 -3.535 2.684  0.12
H -4.348 -3.261 3.887  0.11
H -3.389 -2.834 0.945  0.06
H -4.921 -1.898 1.300  0.12
H -3.364 -0.317 1.853  0.07
H -3.593 -1.026 3.540  0.13
H -1.045 -1.004 3.332  0.11
H -1.582 -2.705 2.988  0.14
H -1.451 -2.206 0.335  0.09
H 0.077 -2.288 1.319  0.08
H -1.042 2.299 0.904  0.12
H -1.875 1.205 2.134  0.11
H 0.892 0.762 2.829  0.17
H -0.599 1.085 4.373  0.12
H -0.763 -0.723 -1.772  0.11
H -1.128 2.415 -1.308  0.10
H 0.901 2.595 -2.801  0.11
H 0.628 0.909 -3.451  0.07
H 1.404 1.077 -1.773  0.08
C -6.004 6.067 4.998  -0.07
C -4.888 7.026 5.369  -0.21
O -3.675 6.323 5.672  0.03
C -3.021 5.808 4.619  -0.59
O -3.354 5.889 3.461  0.11
O -1.936 5.162 5.076  0.02
C -1.209 4.476 4.058  -0.06
H -6.149 5.325 5.787  0.08
H -6.940 6.605 4.838  0.08
H -5.769 5.515 4.086  0.07
H -5.170 7.568 6.274  0.13
H -4.717 7.771 4.588  0.12
H -0.932 5.151 3.255  0.09
H -1.803 3.645 3.678  0.09
H -0.302 4.080 4.506  0.09
C -1.582 9.507 3.437  -0.06
C -1.800 9.736 4.921  -0.21
O -1.296 11.012 5.334  0.04
C -2.026 12.071 4.960  -0.59
O -3.054 12.043 4.328  0.12
O -1.407 13.179 5.395  0.00
C -2.033 14.391 4.971  -0.04
H -0.527 9.629 3.181  0.08
H -1.906 8.505 3.148  0.07
H -2.136 10.230 2.835  0.08
H -1.243 8.983 5.483  0.12
H -2.853 9.632 5.197  0.12
H -3.085 14.415 5.259  0.10
H -1.926 14.505 3.890  0.10
H -1.521 15.219 5.460  0.09
C -0.120 0.624 -7.071  -0.06
C 0.382 1.892 -6.406  -0.22
O 1.788 2.072 -6.615  0.03
C 2.147 2.457 -7.848  -0.63
O 1.404 2.668 -8.773  0.11
O 3.485 2.550 -7.884  0.00
C 4.005 2.855 -9.180  -0.03
H 0.456 -0.241 -6.732  0.08
H -1.175 0.460 -6.846  0.08
H -0.007 0.671 -8.156  0.08
H 0.236 1.810 -5.327  0.06
H -0.173 2.772 -6.741  0.13
H 3.558 3.765 -9.582  0.10
H 3.838 2.013 -9.855  0.10
H 5.079 3.012 -9.080  0.10
C 2.771 -9.950 -6.887  -0.07
C 2.235 -9.748 -5.482  -0.21
O 2.362 -8.383 -5.060  0.03
C 1.503 -7.522 -5.619  -0.59
O 0.643 -7.788 -6.421  0.13
O 1.775 -6.293 -5.144  -0.01
C 0.992 -5.262 -5.745  -0.05
H 3.803 -9.598 -6.957  0.08
H 2.733 -11.004 -7.167  0.08
H 2.193 -9.382 -7.619  0.07
H 2.828 -10.344 -4.785  0.12
H 1.198 -10.082 -5.391  0.13
H -0.075 -5.469 -5.652  0.10
H 1.273 -5.146 -6.793  0.10
H 1.208 -4.329 -5.223  0.08
C 5.549 8.806 -7.011  -0.07
C 4.220 9.367 -7.479  -0.21
O 3.444 8.378 -8.168  0.04
C 2.887 7.437 -7.396  -0.59
O 2.972 7.355 -6.195  0.12
O 2.228 6.579 -8.193  0.01
C 1.673 5.464 -7.498  -0.04
H 6.099 8.371 -7.849  0.08
H 6.159 9.586 -6.551  0.08
H 5.410 8.008 -6.278  0.07
H 4.404 10.170 -8.195  0.12
H 3.648 9.796 -6.653  0.13
H 1.024 5.788 -6.682  0.10
H 2.475 4.825 -7.123  0.10
H 1.075 4.892 -8.206  0.09
C -4.160 -3.168 8.737  -0.07
C -5.281 -3.796 7.930  -0.21
O -4.785 -4.797 7.031  0.02
C -4.409 -5.952 7.596  -0.60
O -4.459 -6.221 8.770  0.13
O -3.944 -6.758 6.627  -0.01
C -3.409 -7.990 7.114  -0.04
H -3.387 -2.770 8.074  0.08
H -4.541 -2.360 9.365  0.08
H -3.674 -3.901 9.384  0.08
H -5.749 -3.028 7.311  0.12
H -6.060 -4.212 8.574  0.13
H -4.137 -8.525 7.724  0.10
H -2.496 -7.800 7.681  0.10
H -3.160 -8.609 6.252  0.09

As for the total charge: +1. For the highest occupied orbital energy, the calculation gives -0.4377 Ha. The spin multiplicity is 1.

---

Formula: C51H102O31
Source: OMol25
Level of theory: ωB97M-V with the def2-TZVPD basis set

Each line ends with the Löwdin charge.
Atoms and positions in Å:
C -1.222 -1.200 0.058  0.00
O -0.841 0.144 -0.252  -0.01
C 0.430 0.479 -0.099  -0.62
O 1.299 -0.203 0.383  0.10
O 0.690 1.695 -0.546  0.00
C -0.270 2.516 -1.213  -0.03
H -0.611 -1.601 0.861  0.07
H -1.111 -1.785 -0.854  0.08
H -2.282 -1.226 0.300  0.09
H 0.264 3.121 -1.940  0.08
H -0.756 3.182 -0.499  0.08
H -1.022 1.911 -1.706  0.08
C -6.521 4.106 -0.928  -0.04
O -5.287 4.175 -1.639  0.02
C -4.247 3.444 -1.251  -0.61
O -3.153 3.609 -1.708  0.13
O -4.579 2.528 -0.340  -0.02
C -3.531 1.668 0.103  -0.02
H -7.245 4.643 -1.538  0.10
H -6.434 4.683 -0.003  0.10
H -6.845 3.094 -0.720  0.07
H -2.725 2.216 0.580  0.06
H -3.104 1.155 -0.760  0.08
H -3.885 0.921 0.806  0.09
C 3.132 0.509 6.911  -0.03
O 1.926 0.518 6.152  0.00
C 1.629 -0.547 5.418  -0.62
O 2.100 -1.648 5.500  0.13
O 0.719 -0.149 4.527  -0.02
C 0.108 -1.134 3.716  -0.04
H 3.581 -0.473 7.018  0.10
H 2.922 0.950 7.883  0.10
H 3.794 1.218 6.411  0.08
H 0.798 -1.569 2.989  0.09
H -0.753 -0.686 3.234  0.08
H -0.259 -1.990 4.292  0.09
C 4.242 -2.219 1.378  -0.03
O 3.284 -3.273 1.488  0.01
C 3.788 -4.429 1.899  -0.61
O 4.952 -4.686 2.041  0.14
O 2.775 -5.271 2.122  -0.03
C 3.121 -6.626 2.316  -0.05
H 5.009 -2.489 0.656  0.09
H 4.733 -2.051 2.338  0.10
H 3.735 -1.313 1.065  0.08
H 3.972 -6.751 2.983  0.10
H 3.370 -7.111 1.368  0.10
H 2.248 -7.132 2.721  0.08
C -3.644 -1.468 3.036  -0.05
O -4.956 -0.947 3.179  0.00
C -5.787 -1.604 3.982  -0.63
O -5.560 -2.630 4.568  0.13
O -6.934 -0.941 3.969  -0.02
C -8.020 -1.434 4.741  -0.03
H -3.027 -0.668 2.629  0.06
H -3.600 -2.265 2.295  0.09
H -3.241 -1.765 4.000  0.10
H -7.764 -1.454 5.800  0.10
H -8.226 -2.474 4.474  0.10
H -8.865 -0.801 4.507  0.09
C 2.859 3.183 -4.269  -0.03
O 3.960 2.348 -4.578  -0.01
C 5.126 2.870 -4.939  -0.62
O 5.300 4.002 -5.306  0.13
O 6.078 1.967 -4.803  0.00
C 7.376 2.291 -5.291  -0.03
H 2.614 3.063 -3.215  0.07
H 1.992 2.816 -4.823  0.09
H 2.974 4.234 -4.526  0.10
H 7.323 2.570 -6.344  0.10
H 7.975 1.394 -5.179  0.09
H 7.806 3.114 -4.722  0.10
C 8.441 0.224 -1.516  -0.04
O 7.345 1.072 -1.860  0.00
C 6.154 0.651 -1.441  -0.62
O 5.969 -0.363 -0.815  0.12
O 5.266 1.576 -1.743  0.02
C 3.937 1.374 -1.270  -0.01
H 8.339 -0.743 -2.016  0.10
H 8.469 0.071 -0.441  0.10
H 9.333 0.694 -1.915  0.09
H 3.447 0.600 -1.859  0.09
H 3.400 2.311 -1.328  0.08
H 3.950 0.996 -0.248  0.08
C -2.174 -5.809 2.989  0.00
C -1.193 -4.667 3.053  -0.49
O -1.387 -3.648 2.430  0.05
C 0.063 -4.870 3.846  -0.01
H -2.220 -6.131 1.947  0.08
H -3.173 -5.459 3.256  0.09
H -1.937 -6.662 3.620  0.08
H -0.182 -5.015 4.902  0.10
H 0.795 -4.096 3.643  0.07
H 0.491 -5.839 3.565  0.07
C 2.338 1.760 2.372  -0.01
C 3.268 2.126 3.491  -0.49
O 3.097 3.099 4.186  0.07
C 4.437 1.198 3.716  -0.01
H 1.523 2.482 2.344  0.08
H 1.943 0.779 2.645  0.08
H 2.779 1.667 1.386  0.06
H 4.929 0.932 2.776  0.08
H 4.098 0.268 4.178  0.08
H 5.198 1.665 4.338  0.09
C -0.900 2.653 4.819  0.00
C -1.606 2.699 3.477  -0.48
O -2.179 1.720 3.053  0.05
C -1.561 3.998 2.710  0.00
H 0.164 2.478 4.674  0.07
H -1.365 1.825 5.351  0.09
H -1.091 3.579 5.361  0.08
H -1.958 4.778 3.366  0.09
H -2.211 3.931 1.842  0.07
H -0.540 4.294 2.460  0.06
C 0.005 -4.161 -0.514  -0.02
C 0.463 -5.515 -0.959  -0.48
O 0.816 -5.743 -2.093  0.06
C 0.194 -6.666 -0.023  -0.01
H -1.076 -4.203 -0.352  0.10
H 0.210 -3.396 -1.253  0.05
H 0.464 -3.913 0.447  0.08
H 0.450 -6.456 1.018  0.06
H 0.742 -7.555 -0.332  0.09
H -0.871 -6.903 -0.077  0.09
C -7.277 -0.851 0.548  0.00
C -6.184 -0.827 -0.495  -0.49
O -5.149 -1.430 -0.372  0.07
C -6.490 -0.030 -1.736  -0.01
H -7.812 0.089 0.660  0.09
H -6.830 -1.196 1.474  0.06
H -8.004 -1.582 0.177  0.10
H -7.429 -0.338 -2.199  0.09
H -5.673 -0.116 -2.450  0.05
H -6.518 1.048 -1.560  0.07
C -0.419 5.513 -3.560  -0.02
C 0.326 6.121 -2.408  -0.50
O 1.490 6.439 -2.513  0.06
C -0.448 6.361 -1.133  -0.01
H -0.730 4.490 -3.322  0.07
H 0.162 5.527 -4.478  0.08
H -1.359 6.041 -3.745  0.09
H -0.793 5.402 -0.745  0.07
H -1.268 7.037 -1.386  0.09
H 0.174 6.855 -0.393  0.07
C 2.474 4.623 0.574  -0.01
C 2.177 5.715 1.586  -0.49
O 1.035 5.971 1.890  0.05
C 3.351 6.501 2.086  -0.01
H 3.319 4.009 0.887  0.08
H 2.597 5.104 -0.396  0.09
H 1.597 3.973 0.593  0.06
H 3.063 7.391 2.643  0.08
H 4.015 6.836 1.288  0.09
H 3.912 5.831 2.747  0.09
C -1.871 -5.521 -4.037  -0.01
C -1.548 -4.055 -3.961  -0.49
O -1.771 -3.398 -2.971  0.05
C -0.955 -3.422 -5.185  0.00
H -2.707 -5.773 -3.392  0.09
H -0.982 -6.102 -3.781  0.08
H -2.087 -5.792 -5.075  0.08
H -0.297 -4.089 -5.739  0.09
H -0.456 -2.498 -4.898  0.07
H -1.768 -3.144 -5.864  0.09
C 1.872 -0.395 -5.290  -0.02
C 1.311 -0.355 -3.892  -0.49
O 0.437 0.432 -3.620  0.06
C 1.850 -1.361 -2.919  0.00
H 1.222 0.170 -5.961  0.09
H 1.924 -1.412 -5.685  0.08
H 2.846 0.093 -5.379  0.08
H 1.327 -2.318 -3.027  0.08
H 1.807 -1.032 -1.884  0.06
H 2.884 -1.612 -3.180  0.09
C -3.024 -0.224 -3.541  -0.01
C -3.660 -0.753 -4.806  -0.48
O -3.068 -0.749 -5.859  0.06
C -4.950 -1.545 -4.674  -0.03
H -2.964 -1.025 -2.800  0.07
H -3.520 0.673 -3.169  0.08
H -1.973 0.005 -3.737  0.07
H -4.927 -2.368 -5.387  0.08
H -5.812 -0.881 -4.745  0.08
H -5.037 -2.063 -3.713  0.07

As for the total charge: 0. For the highest occupied orbital energy, the calculation gives -0.3453 Ha. The spin multiplicity is 1.

---

| no. | LUMO (Ha) | energy (a.u.) |
| --- | --- | --- |
| 1 | -0.1227 | -5011.29908 |
| 2 | 0.0171 | -4336.94909 |